The following is a quantum chemistry calculation of a 16-piece molecular cluster, C18H67F3NO19P2S overall, from the Open Molecules 2025 dataset.

Computed properties:
spin multiplicity: 1
calculated total energy: -97698.1037 eV
total charge: -1
Kohn-Sham gap: 5.95 eV
M: 752.731 g/mol

XYZ file:
```
111
C18H67F3NO19P2S ωB97M-V with the def2-TZVPD basis set
S -1.77257 4.55900 -2.12933
P -0.82211 1.41769 -2.67008
P -1.32130 2.88865 -1.15579
F 0.47539 -0.47630 -1.18438
F -1.53772 0.24453 -0.13892
F -1.55708 -1.30156 -2.10530
O -4.31586 -1.30639 1.62112
O -4.23682 -0.13456 -1.51305
O -0.23403 2.61910 2.21533
O -4.56508 -1.83106 -6.25963
O 5.25245 -6.35625 4.86827
O 5.19115 -0.91626 -7.51160
O 5.12102 0.25974 6.05478
O -2.05744 3.50434 5.33768
O 2.25893 2.95976 -3.07420
O -5.05547 2.91630 -5.08216
O -2.29966 7.31583 -2.80821
O 4.98414 -2.59750 2.93001
O 4.78154 -1.73973 -3.19203
O -4.47939 2.21474 -1.91229
O -3.25337 -5.37448 0.46442
O -1.57044 5.47770 8.92802
O 0.84958 1.60129 -2.22606
O -2.77742 -3.56016 -3.69059
O 4.06137 -3.13619 0.03981
N 1.19951 2.90152 -2.47279
C -2.53307 -4.54370 1.35619
C -3.78070 1.08167 -2.20409
C 5.72482 -2.71417 -3.59820
C 6.25656 1.00502 6.45401
C -0.96084 -0.08745 -1.45375
C 0.65408 1.53250 2.02871
C -5.33032 -3.01318 -6.40547
C -3.44697 -0.88340 2.65571
C 5.23651 -5.99325 3.49997
C -1.87213 8.51335 -2.18578
C 2.82944 -2.58865 -0.39241
C -5.82071 1.73417 -5.22800
C 5.85303 -2.17451 3.96460
C -2.60284 1.22192 -3.31319
C -3.80184 -3.80066 -2.74348
C -1.39080 4.73211 5.56667
C -2.62878 5.07915 9.77970
C 6.13443 -1.89070 -7.91777
H -2.60295 -5.93297 0.00559
H -0.40599 0.46010 -3.67344
H -2.84258 2.19730 -3.95692
H 5.93601 1.95786 6.88243
H -1.83213 -3.92348 0.79225
H -3.61682 -1.49208 3.54717
H -1.92866 5.53928 5.06328
H 5.68318 -2.78319 4.85606
H 4.29043 -6.30446 3.05040
H -4.22512 -2.84884 -2.41348
H 5.66825 -1.12109 4.18899
H -1.34223 4.92670 6.64082
H -4.51791 2.81151 -4.27871
H -0.37716 4.66650 5.16435
H 6.82677 0.43513 7.19165
H -4.58455 -4.40213 -3.21167
H 4.28926 -2.70035 0.87862
H 6.19628 -1.89243 -9.00854
H -4.20183 -0.04040 -0.51378
H 6.70473 -2.47053 -3.18032
H 5.16229 -7.32358 4.90844
H -2.61651 5.68782 10.68711
H 2.54337 -3.05862 -1.33630
H -0.91007 8.81925 -2.60420
H -6.43857 1.81925 -6.12501
H -2.38967 7.50370 -3.75799
H 0.13717 0.59580 2.25108
H -2.41327 -1.00707 2.32437
H 7.11434 -1.64706 -7.49989
H -0.63904 2.51004 -3.61751
H -6.46534 1.60620 -4.35501
H 5.40408 -3.69975 -3.25207
H -2.61745 9.29576 -2.34814
H -0.19172 3.12238 -0.24411
H -1.76070 8.33630 -1.11347
H -5.15168 0.87605 -5.32916
H 6.88315 1.19395 5.57919
H 4.07499 -2.47612 3.25278
H 6.88673 -2.29818 3.63326
H -5.97495 -3.14115 -5.53248
H 4.74846 -1.76143 -2.22048
H -0.51508 2.60196 3.14603
H -3.38967 -4.34394 -1.88956
H 4.58446 0.10761 6.85129
H -4.02752 -1.93585 -5.45618
H -2.51413 4.02283 10.03511
H -3.23696 -3.90084 1.88994
H 5.81369 -2.87627 -7.57164
H -5.94818 -2.92810 -7.30248
H 1.51808 1.64956 2.68749
H 2.05932 -2.78465 0.35772
H 2.94088 -1.51211 -0.54300
H -1.99121 -5.16290 2.07534
H -5.22501 -1.18501 1.94389
H -4.66129 -3.87130 -6.50663
H 5.78667 -2.71590 -4.68897
H 5.15807 -0.93796 -6.54005
H -2.95339 3.59270 5.70504
H -0.74175 5.33721 9.41691
H -3.63175 0.17002 2.88010
H -2.09775 -3.02485 -3.24678
H -2.45102 2.61427 -0.32111
H 6.07229 -6.47325 2.98492
H 5.33634 -4.90831 3.41898
H 0.99010 1.52271 0.98919
H -2.63883 0.32171 -4.09607
H -3.57807 5.22471 9.25884
```

Atomic partial charges in e from the Löwdin method, atoms 1 to 99:
1. S 0.126
2. P 0.373
3. P 0.305
4. F -0.075
5. F -0.062
6. F -0.055
7. O -0.134
8. O -0.035
9. O -0.154
10. O -0.134
11. O -0.140
12. O -0.124
13. O -0.143
14. O -0.137
15. O -0.003
16. O -0.140
17. O -0.237
18. O -0.149
19. O -0.125
20. O -0.098
21. O -0.139
22. O -0.140
23. O -0.413
24. O -0.139
25. O -0.143
26. N -0.161
27. C -0.159
28. C -0.327
29. C -0.161
30. C -0.162
31. C -0.313
32. C -0.170
33. C -0.172
34. C -0.160
35. C -0.157
36. C -0.176
37. C -0.171
38. C -0.166
39. C -0.146
40. C -0.275
41. C -0.150
42. C -0.159
43. C -0.162
44. C -0.181
45. H 0.082
46. H 0.041
47. H 0.090
48. H 0.075
49. H 0.079
50. H 0.073
51. H 0.082
52. H 0.082
53. H 0.080
54. H 0.073
55. H 0.060
56. H 0.049
57. H 0.027
58. H 0.080
59. H 0.076
60. H 0.076
61. H 0.042
62. H 0.076
63. H 0.098
64. H 0.077
65. H 0.078
66. H 0.074
67. H 0.085
68. H 0.071
69. H 0.074
70. H 0.081
71. H 0.069
72. H 0.073
73. H 0.073
74. H -0.006
75. H 0.075
76. H 0.078
77. H 0.067
78. H -0.026
79. H 0.079
80. H 0.061
81. H 0.082
82. H 0.099
83. H 0.087
84. H 0.072
85. H 0.061
86. H 0.066
87. H 0.058
88. H 0.087
89. H 0.063
90. H 0.076
91. H 0.068
92. H 0.070
93. H 0.074
94. H 0.072
95. H 0.074
96. H 0.076
97. H 0.072
98. H 0.090
99. H 0.075


The following is a quantum chemistry calculation of one molecule with the formula C5H7N, from the Open Molecules 2025 dataset.

Computed properties:
spin multiplicity: 1
calculated total energy: -6786.9324 eV
SMILES: C1=C[C@@H]2N[C@@H]2C1
Kohn-Sham gap: 10.12 eV
M: 81.118 g/mol
ΔE to the lowest compared entry with this formula, charge and spin: 152.5 kJ/mol

XYZ file:
```
13
C5H7N ωB97M-V with the def2-TZVPD basis set
N 0.86417 -0.54249 1.38566
C -0.76334 -0.24907 -1.09665
C 1.25048 -0.02929 0.06637
C 0.53586 -0.55002 -1.14031
C 0.21293 0.65976 0.88155
C -1.12982 0.48296 0.17731
H 0.41637 1.58376 1.41612
H -1.49628 -0.50764 -1.85449
H 1.03139 -1.10306 -1.93238
H -1.64472 1.43266 -0.00325
H -1.80870 -0.12737 0.79090
H 2.28048 0.30826 -0.00740
H 0.24664 -1.34695 1.28807
```

How positive or negative is each atom? The Löwdin charges in e answer that:
1. N 0.055
2. C -0.091
3. C -0.266
4. C -0.056
5. C -0.274
6. C -0.144
7. H 0.131
8. H 0.097
9. H 0.099
10. H 0.108
11. H 0.114
12. H 0.128
13. H 0.099


The following is a quantum chemistry calculation of an isolated ion of composition C5H12NS2 and charge +1, from the Open Molecules 2025 dataset.

Computed properties:
spin multiplicity: 1
calculated total energy: -28531.4776 eV
SMILES: CC[C@@]1(S)[NH2+]CCS1
total charge: +1
Kohn-Sham gap: 8.73 eV
M: 150.292 g/mol
ΔE to the lowest compared entry with this formula, charge and spin: 260.1 kJ/mol

XYZ file:
```
20
C5H12NS2 ωB97M-V with the def2-TZVPD basis set
S -1.65394 0.36619 1.28685
S -0.04978 2.33152 -0.67771
N 0.00243 -0.26234 -0.84515
C 1.60722 -0.93976 1.21997
C -2.26673 -0.37850 -0.26774
C 1.34150 0.57325 1.01681
C 0.22100 0.85056 0.12084
C -1.36644 -0.22516 -1.46330
H -1.49307 0.80686 -1.97962
H 0.63640 -1.45099 1.55133
H 1.00173 2.97904 -0.22599
H 2.52396 -1.02697 1.94524
H -3.19448 0.00031 -0.53271
H -1.55562 -1.02272 -2.13371
H 0.17464 -1.22553 -0.35483
H 0.85501 -0.39246 -1.45058
H -2.32174 -1.48551 -0.20290
H 1.17515 0.98106 2.01613
H 2.08927 -1.55578 0.35797
H 2.27350 1.07692 0.61909
```

How positive or negative is each atom? The Löwdin charges in e answer that:
1. S 0.831
2. S 0.927
3. N -0.060
4. C -0.117
5. C -0.504
6. C -0.297
7. C -0.867
8. C -0.195
9. H 0.123
10. H 0.089
11. H -0.090
12. H 0.129
13. H 0.058
14. H 0.124
15. H 0.173
16. H 0.207
17. H 0.096
18. H 0.126
19. H 0.105
20. H 0.141


The following is a quantum chemistry calculation of C11H21AsN2O5P2PtS6 as an isolated structure, from the Open Molecules 2025 dataset.

Computed properties:
spin multiplicity: 1
calculated total energy: -172648.3578 eV
total charge: -2
Kohn-Sham gap: 5.60 eV
M: 785.648 g/mol
ΔE to the lowest compared entry with this formula, charge and spin: 0.0 kJ/mol

XYZ file:
```
49
C11H21AsN2O5P2PtS6 ωB97M-V with the def2-TZVPD basis set
Pt -0.47381 -0.28794 -0.45008
As 2.02601 -2.39212 1.32029
S 1.72966 2.54155 0.50343
S 0.89808 -2.27273 -0.54322
S 1.45442 4.48000 -0.39810
S 1.09117 -3.61366 2.75548
S 1.36780 1.16294 -0.97301
S 4.08192 -2.45251 1.07743
P -2.19448 -1.70818 -0.26427
P -1.97243 1.38138 -0.37121
O -2.51324 0.15248 3.43674
O 1.79381 -0.66106 2.10682
O 1.22454 5.27447 0.80393
O 2.68554 4.79356 -1.09933
O 0.29081 4.38448 -1.27557
N -0.40433 -0.30148 2.70486
N 1.39219 -0.07431 4.21110
C -2.24136 2.21270 -1.95843
C -3.59652 0.60826 0.05699
C -1.29962 0.09354 3.67058
C -0.76665 0.45976 4.97507
C 2.83055 -0.19710 4.42222
C -2.28456 -3.09713 -1.43558
C -3.73696 -0.76407 -0.59678
C -2.44343 -2.50603 1.33779
C 0.86937 -0.36789 2.96957
C -1.88561 2.68517 0.86824
C 0.55351 0.35993 5.18931
H -4.61083 -1.31302 -0.23456
H -4.41299 1.28483 -0.21084
H -1.39776 -3.71406 -1.29337
H 3.36466 0.56997 3.86302
H -2.29993 1.46872 -2.75293
H -3.18357 -3.69200 -1.26032
H 3.02462 -0.08744 5.48856
H -1.44132 0.80224 5.74488
H -3.30981 -3.17211 1.31990
H 1.02226 0.60617 6.13312
H 3.16851 -1.17486 4.08626
H -2.55755 -1.73205 2.09755
H -3.57819 0.50006 1.14558
H -1.37761 2.85988 -2.12620
H -2.28347 -2.71754 -2.45790
H -3.82535 -0.66636 -1.68371
H -0.94765 3.21908 0.80365
H -1.53420 -3.06983 1.56751
H -1.98798 2.22058 1.84776
H -3.15226 2.81501 -1.93027
H -2.70338 3.38900 0.69510
```

How positive or negative is each atom? The Löwdin charges in e answer that:
1. Pt 0.282
2. As -0.138
3. S 0.156
4. S -0.021
5. S 0.099
6. S -0.085
7. S -0.080
8. S -0.091
9. P 0.592
10. P 0.638
11. O -0.040
12. O -0.350
13. O -0.453
14. O -0.427
15. O -0.449
16. N 0.211
17. N -0.037
18. C -0.248
19. C -0.397
20. C -0.508
21. C 0.004
22. C -0.007
23. C -0.284
24. C -0.400
25. C -0.244
26. C -0.527
27. C -0.224
28. C -0.065
29. H 0.079
30. H 0.080
31. H 0.003
32. H 0.102
33. H 0.036
34. H 0.040
35. H 0.081
36. H 0.098
37. H 0.045
38. H 0.118
39. H 0.074
40. H 0.015
41. H 0.063
42. H 0.023
43. H 0.039
44. H 0.073
45. H -0.007
46. H -0.005
47. H 0.035
48. H 0.043
49. H 0.058